No. 1
A molecular structure, C14H16IrN2OS in a non-equilibrium geometry. Source: the OMol25 dataset; level of theory: ωB97M-V with the def2-TZVPD basis set.

Summary:
- E_LUMO (spin up / spin down): -6.3 / -9.8 eV
- Spin multiplicity: 6
- E_tot: -33459.4587 eV
- <S²>: 8.80
- Gap between HOMO and LUMO (spin up / spin down): 8.154 / 6.199 eV
- Relative energy (zero: lowest compared OMol25 entry of this formula, charge and spin): 0.257 eV
- Charge: +2

XYZ file:
```
35
Properties=species:S:1:pos:R:3:forces:R:3
Ir 7.775437 8.306221 9.076803 -0.53 -1.18 -1.44
S 8.351399 9.609603 10.772741 1.00 0.80 0.94
C 7.089772 10.664991 10.267323 -2.12 0.50 -0.40
C 6.649378 11.886829 10.779187 1.71 -0.38 1.15
C 5.498868 12.387625 10.268144 -1.10 3.46 -0.25
C 4.799606 11.818152 9.245232 0.11 -0.30 -0.87
C 5.294992 10.649082 8.683907 0.18 0.03 1.32
N 6.359710 10.062612 9.262560 0.86 0.15 -0.34
H 7.195131 12.470482 11.535664 -0.11 -0.61 -0.37
H 5.154538 13.457613 10.456673 0.65 -1.64 0.59
H 3.998173 12.428468 8.855246 -0.29 -0.60 -0.38
H 4.816632 10.171633 7.860704 -0.02 -0.42 -0.48
C 10.764198 8.516553 5.591979 -1.15 -0.45 0.46
C 10.230735 8.420076 6.988932 0.80 0.35 1.25
N 11.134858 8.108078 7.923681 1.23 -0.65 -0.44
O 9.025937 8.690398 7.286143 0.06 -0.44 0.16
H 10.517564 7.569006 5.094198 -0.11 0.41 -0.21
H 11.823873 8.612010 5.614793 0.80 0.15 -0.07
H 10.312479 9.383718 5.128104 -0.12 -0.09 -0.40
H 12.114228 7.861056 7.629375 -1.60 0.47 0.44
H 10.949993 7.985977 8.918790 -0.24 0.16 -0.52
C 6.966752 6.188637 8.683033 0.08 0.48 -0.35
C 5.959417 6.639914 7.799133 0.18 0.74 -0.03
C 4.775396 7.300782 8.267180 -0.35 -0.15 0.13
C 3.828465 7.646103 7.358015 -3.11 0.30 -0.37
C 3.994898 7.482506 5.972330 1.31 1.00 -1.07
C 5.192701 6.888075 5.480007 -0.53 0.41 2.66
C 6.164910 6.489107 6.399612 -1.78 0.50 -1.18
H 7.789451 5.672001 8.203933 0.06 -0.32 0.27
H 6.614349 5.832559 9.637822 0.26 -0.01 0.53
H 4.598703 7.578226 9.312121 0.27 -0.60 -0.23
H 2.760124 7.964928 7.626816 1.96 0.00 0.16
H 3.389003 8.086482 5.234801 0.18 -1.30 1.02
H 5.259633 6.817629 4.442043 0.65 -0.35 -1.47
H 7.052512 6.029154 6.052086 0.80 -0.40 -0.22
```
Positions in Å, forces in eV/Å.

The computed natural (NBO) charges, all in e, follow:
1. Ir 1.234
2. S 0.261
3. C -0.015
4. C -0.202
5. C -0.121
6. C -0.185
7. C 0.077
8. N -0.519
9. H 0.276
10. H 0.268
11. H 0.263
12. H 0.238
13. C -0.697
14. C 0.728
15. N -0.752
16. O -0.713
17. H 0.269
18. H 0.246
19. H 0.270
20. H 0.440
21. H 0.420
22. C -0.664
23. C -0.011
24. C -0.209
25. C -0.218
26. C -0.088
27. C -0.162
28. C -0.178
29. H 0.247
30. H 0.272
31. H 0.241
32. H 0.258
33. H 0.252
34. H 0.243
35. H 0.229

***

No. 2
2 unconnected molecules or ions with the total composition C14H16N2O3S in a non-equilibrium geometry. Source: the OMol25 dataset; level of theory: ωB97M-V with the def2-TZVPD basis set.

Summary:
- E_LUMO: 0.1 eV
- Spin multiplicity: 1
- E_tot: -34725.7547 eV
- Gap between HOMO and LUMO: 8.983 eV
- Relative energy (zero: lowest compared OMol25 entry of this formula, charge and spin): 11.647 eV

XYZ file:
```
36
Properties=species:S:1:pos:R:3:forces:R:3
C 2.913202 -4.491725 -3.357157 -1.35 -0.20 2.32
C 1.894334 -3.462923 -2.630419 -1.64 -8.37 -0.19
C 1.813734 -3.838826 -1.099003 4.52 -2.67 -4.47
N 1.047348 -2.976967 -0.465274 -2.86 2.47 2.09
C 1.526883 -1.744829 -0.131908 5.25 -2.94 3.36
O 2.768870 -1.475208 -0.048026 -2.94 0.05 -1.68
C 0.640751 -1.105329 0.790265 -6.65 2.51 -1.87
C 0.212190 0.299003 0.129965 2.95 -0.12 1.01
C -0.466455 1.175053 1.156355 2.95 -5.08 5.79
O -0.439002 1.020473 2.391642 0.87 -2.12 -0.58
N -1.028474 2.188351 0.760450 -2.72 6.25 -8.57
C -1.707401 3.271423 1.197881 0.47 5.32 -2.32
C -1.831216 3.589299 2.446173 -1.07 -4.33 12.33
C -2.590491 4.532602 3.227500 2.27 1.72 -16.92
C -3.055757 5.584474 2.209950 0.39 -2.93 11.27
C -2.608867 5.471909 1.011101 -3.78 6.72 -6.35
C -1.932430 4.552005 0.391044 1.46 -7.50 0.94
H -1.764028 4.383802 -0.615786 0.19 0.74 -2.13
H -3.228060 6.343156 0.352244 2.47 -2.07 1.02
H -3.460417 6.375520 2.837618 -0.69 0.58 -1.51
H -2.777378 4.568946 4.117971 -1.67 0.04 9.81
H -1.445141 2.527738 3.397799 -1.00 3.29 -3.31
H -0.856902 2.374704 -0.239782 -0.21 -0.52 0.36
H 1.415513 0.631546 0.204070 -3.14 0.32 -1.49
H -0.495674 0.236793 -0.827968 2.46 0.08 1.66
H 0.565565 -0.963506 1.874722 1.47 -0.25 -0.17
S -0.996120 -1.954986 0.446424 -2.32 -0.11 1.52
C -0.415979 -3.399392 -0.259981 5.71 7.28 1.48
O -0.671908 -4.382468 -0.732714 -3.61 -6.45 -2.20
H 1.665825 -4.902966 -0.976407 -1.35 -0.11 0.01
H 2.843803 -3.845197 -0.740525 0.28 0.84 0.19
H 0.877346 -3.707186 -3.179307 1.79 1.03 1.30
H 2.248838 -2.559418 -2.762490 1.37 4.78 -0.63
H 3.973090 -4.400187 -3.161973 0.09 0.18 0.42
H 2.612782 -5.560023 -3.372246 0.06 0.41 1.19
H 2.751626 -4.355664 -4.342206 -0.01 1.14 -3.67
```
Positions in Å, forces in eV/Å.

The computed natural (NBO) charges, all in e, follow:
1. C -0.622
2. C -0.362
3. C -0.254
4. N -0.481
5. C 0.616
6. O -0.597
7. C -0.367
8. C -0.540
9. C 0.638
10. O -0.647
11. N -0.539
12. C 0.099
13. C -0.194
14. C -0.110
15. C -0.229
16. C -0.232
17. C -0.209
18. H 0.206
19. H 0.210
20. H 0.227
21. H 0.171
22. H 0.221
23. H 0.381
24. H 0.301
25. H 0.263
26. H 0.328
27. S 0.222
28. C 0.535
29. O -0.501
30. H 0.236
31. H 0.223
32. H 0.198
33. H 0.192
34. H 0.208
35. H 0.205
36. H 0.205

***

No. 3
C14H16N2O4S in the gas phase in a non-equilibrium geometry. Source: the OMol25 dataset; level of theory: ωB97M-V with the def2-TZVPD basis set.

Summary:
- E_LUMO: 0.3 eV
- Spin multiplicity: 1
- E_tot: -36783.4543 eV
- SMILES: CCOCCCn1c(=S)[nH]c2cc3c(cc2c1=O)OCO3
- Gap between HOMO and LUMO: 8.386 eV
- Relative energy (zero: lowest compared OMol25 entry of this formula, charge and spin): 0.934 eV

XYZ file:
```
37
Properties=species:S:1:pos:R:3:forces:R:3
C -4.725931 -1.729964 1.566049 -0.05 0.38 -0.13
C -5.346281 -0.357923 1.310081 -0.14 -0.26 0.10
O -4.553687 0.498242 0.521533 0.12 0.14 -0.16
C -3.377568 0.963696 1.139573 0.10 0.22 0.03
C -2.743445 2.001379 0.219027 -0.05 -0.44 0.10
C -2.175312 1.377406 -1.056149 -0.49 0.54 -0.07
N -0.960948 0.613926 -0.795261 0.09 -0.17 0.05
C -0.984322 -0.750383 -0.852260 0.13 -0.61 -0.05
S -2.294676 -1.656067 -1.266829 -0.42 -0.34 -0.16
N 0.173777 -1.407777 -0.556286 -0.14 0.02 -0.01
C 1.365535 -0.798948 -0.263835 0.36 0.81 0.10
C 1.402714 0.599120 -0.250971 0.00 -0.41 0.00
C 2.594024 1.287874 0.029324 0.42 -0.21 0.10
C 3.704771 0.535316 0.287880 -0.40 -0.37 -0.09
C 3.661950 -0.870235 0.276589 -0.25 0.53 -0.06
C 2.510697 -1.562416 0.005308 0.27 0.02 0.07
H 2.485366 -2.638807 -0.004589 0.00 -0.18 0.00
O 4.893970 -1.361705 0.563485 -0.51 -0.27 -0.11
C 5.732692 -0.238259 0.757131 1.25 0.07 0.29
O 4.976508 0.938886 0.584706 -0.24 0.26 -0.05
H 6.151834 -0.265708 1.774972 -0.19 0.00 -0.22
H 6.553869 -0.264030 0.023908 -0.26 0.00 0.11
H 2.599599 2.364327 0.031057 0.00 0.15 0.00
C 0.186226 1.364451 -0.534725 0.36 -0.06 0.04
O 0.143879 2.575752 -0.551941 0.05 0.10 0.00
H 0.124677 -2.417156 -0.608080 -0.14 0.24 -0.04
H -2.915117 0.709084 -1.496400 0.20 0.10 -0.01
H -1.914674 2.170922 -1.760094 -0.02 -0.14 0.04
H -1.956415 2.538605 0.747915 -0.05 0.06 0.00
H -3.515834 2.712795 -0.072730 0.00 0.09 0.03
H -2.674417 0.137825 1.324317 -0.05 0.04 0.02
H -3.621205 1.424117 2.111207 0.03 -0.07 -0.08
H -5.583889 0.130662 2.269327 -0.04 -0.02 -0.12
H -6.269977 -0.473777 0.737491 0.01 0.01 0.15
H -3.891929 -1.663218 2.261161 0.09 -0.07 0.05
H -4.368787 -2.149214 0.628753 0.02 -0.07 -0.01
H -5.474663 -2.393678 1.989283 -0.08 -0.09 0.10
```
Positions in Å, forces in eV/Å.

The computed natural (NBO) charges, all in e, follow:
1. C -0.645
2. C -0.052
3. O -0.544
4. C -0.065
5. C -0.423
6. C -0.235
7. N -0.450
8. C 0.285
9. S -0.206
10. N -0.581
11. C 0.279
12. C -0.230
13. C -0.182
14. C 0.208
15. C 0.291
16. C -0.318
17. H 0.231
18. O -0.465
19. C 0.235
20. O -0.469
21. H 0.164
22. H 0.164
23. H 0.256
24. C 0.677
25. O -0.593
26. H 0.431
27. H 0.256
28. H 0.226
29. H 0.224
30. H 0.222
31. H 0.163
32. H 0.168
33. H 0.154
34. H 0.186
35. H 0.200
36. H 0.226
37. H 0.211